1.
# C18H22N2O3S2

One molecule with the formula C18H22N2O3S2 (ωB97M-V/def2-TZVPD, the Open Molecules 2025 dataset).

Total charge   0
Relative energy (zero: lowest compared OMol25 entry of this formula, charge and spin)   9.98 kcal/mol
Spin multiplicity   1
SMILES string   CCc1ccc(NC(=O)C2CCN(S(=O)(=O)c3cccs3)CC2)cc1
Maximum force   1.07 eV/Å

Geometry as XYZ:
```
47
Properties=species:S:1:pos:R:3:forces:R:3
C -7.520687 -0.848995 -1.040975 0.0 -0.1 0.2
C -6.745039 -1.371732 0.170024 0.0 0.1 -0.2
C -5.369627 -0.770719 0.212288 0.0 -0.1 0.1
C -4.312140 -1.362294 -0.465949 -0.1 0.2 0.2
C -3.050477 -0.797893 -0.472275 0.2 -0.1 -0.1
C -2.822839 0.391278 0.211666 -0.3 -0.2 0.0
N -1.574085 1.027521 0.255820 -0.2 0.4 0.3
C -0.399757 0.660080 -0.327432 0.2 0.7 0.3
O -0.265608 -0.333985 -1.008941 0.0 -0.3 -0.2
C 0.745876 1.616244 0.005537 0.0 0.0 0.0
C 1.615650 0.999641 1.114441 0.0 -0.1 -0.1
C 2.430524 -0.178468 0.579574 -0.2 -0.2 0.7
N 3.223731 0.189655 -0.572081 1.0 0.5 0.0
S 4.632660 1.006329 -0.209632 0.3 -0.6 0.3
O 4.527886 1.817226 0.973475 -0.1 -0.2 0.0
O 5.123501 1.613783 -1.409144 -0.2 -0.1 -0.2
C 5.672122 -0.369460 0.197993 -0.3 0.2 -0.3
C 6.235965 -0.672857 1.398691 -0.2 0.3 -0.1
C 6.994376 -1.862347 1.348948 0.0 -0.1 -0.1
C 6.982925 -2.428736 0.112574 -0.2 0.3 -0.3
S 6.051336 -1.522201 -1.014784 0.2 -0.2 0.4
C 2.434456 0.722442 -1.662483 -0.1 0.4 -0.7
C 1.615244 1.933287 -1.219867 -0.2 -0.2 0.0
C -3.877610 0.993205 0.894258 0.1 0.0 -0.1
C -5.132527 0.418156 0.890742 0.1 -0.1 0.0
H -8.516095 -1.285867 -1.073676 -0.1 0.0 -0.1
H -6.999116 -1.101899 -1.961212 0.0 0.0 -0.1
H -7.617343 0.233236 -0.989816 0.0 0.1 0.0
H -6.671349 -2.459198 0.106939 0.0 0.0 0.1
H -7.288808 -1.118342 1.082354 0.0 -0.1 0.0
H -4.475442 -2.287166 -1.000055 0.0 -0.1 -0.1
H -2.242802 -1.271634 -1.003300 0.0 0.0 0.0
H -1.570292 1.875984 0.805499 0.2 -0.2 -0.2
H 0.324839 2.557401 0.378025 0.0 -0.1 0.0
H 0.991044 0.664696 1.945815 0.0 0.0 0.0
H 2.311657 1.756785 1.479180 -0.1 0.0 0.1
H 3.117226 -0.540563 1.347846 -0.2 -0.1 0.1
H 1.768371 -0.993706 0.273927 0.2 0.0 0.1
H 6.108002 -0.055041 2.268268 0.0 0.1 0.2
H 7.520539 -2.270897 2.192386 0.1 -0.1 0.1
H 7.471934 -3.328446 -0.204146 0.1 -0.2 -0.1
H 3.132744 1.004248 -2.450548 -0.2 0.0 -0.1
H 1.775693 -0.073744 -2.015882 0.2 0.1 0.0
H 2.305758 2.737873 -0.953872 -0.1 0.1 0.0
H 0.987111 2.270294 -2.046451 0.0 0.1 0.0
H -3.710520 1.917826 1.430615 0.0 0.1 0.1
H -5.939026 0.898978 1.425648 -0.1 0.0 0.1
```
Forces are in eV/Å.

2.
# C18H22N2O3S2

C18H22N2O3S2 as an isolated structure (ωB97M-V/def2-TZVPD, the Open Molecules 2025 dataset).

Total charge   0
Relative energy (zero: lowest compared OMol25 entry of this formula, charge and spin)   453.92 kcal/mol
Spin multiplicity   1
Maximum force   18.16 eV/Å

Geometry as XYZ:
```
47
Properties=species:S:1:pos:R:3:forces:R:3
C -5.818318 -1.351766 2.369058 -6.0 0.8 -2.0
C -4.632534 -1.061780 3.072911 6.1 -0.9 0.5
C -3.522476 -1.802521 2.632249 4.5 1.7 0.6
C -2.215425 -1.440214 3.160123 -0.2 -0.2 -1.2
C -2.164226 -0.360703 4.113358 15.1 -9.2 -3.9
C -3.130961 0.148452 4.595634 -5.8 4.2 3.4
C -4.230703 -0.100316 4.037616 -15.7 -1.8 -4.2
H -5.412350 0.338047 4.255152 3.7 -0.1 0.6
H -3.214943 0.782644 5.314011 0.5 4.1 4.7
C -0.767350 -0.218813 4.819905 1.3 -7.1 -13.3
H -0.832774 0.205979 5.592788 -0.7 6.4 11.1
H -0.276197 -1.260529 4.957845 -0.8 1.8 -0.2
S 0.364408 0.694611 3.562348 5.0 -10.0 2.8
C -0.422249 1.976513 3.258773 -1.6 9.1 -6.0
C -1.498365 1.982400 1.988193 5.8 -8.4 3.8
N -0.619468 1.407384 0.920440 -1.3 0.7 2.0
C -0.542058 2.281306 -0.164099 5.6 -14.1 -0.1
O -1.034650 3.243071 -0.384338 -5.1 10.6 -1.0
C 0.114135 1.402966 -1.237502 6.5 -0.8 1.1
C 1.408077 0.558126 -0.932076 -7.0 4.8 -12.2
C 2.041558 0.105949 -2.075833 5.8 -6.4 11.1
C 1.971546 0.242910 -3.323823 -12.1 8.6 0.6
C 0.774918 1.124650 -3.598834 2.0 -0.5 -0.3
C 0.158552 1.707112 -2.556555 -7.2 2.6 -2.4
H -1.027869 2.372002 -2.988713 3.9 -1.6 1.4
H 0.484845 1.482398 -4.593249 0.5 -0.5 0.1
N 2.602928 0.009008 -4.313940 8.4 -7.8 -9.1
S 3.392978 -1.714247 -4.226136 8.5 5.6 -0.1
O 4.093335 -1.790312 -5.548366 -2.7 -0.9 2.3
O 4.460116 -1.443492 -3.083995 -4.7 -2.2 -3.5
C 2.179628 -2.926107 -3.836561 -1.3 7.5 2.7
H 2.713288 -3.700120 -3.709823 3.6 -6.0 1.6
H 1.577706 -2.988603 -4.621944 -2.9 -0.3 -3.3
H 1.737936 -2.378287 -2.949981 0.1 -1.4 -0.6
H 2.367735 0.139441 -5.297296 -0.5 0.3 0.7
H 2.883047 -0.744614 -1.708418 -1.7 2.5 -1.0
H 1.422477 0.447213 -0.033641 2.0 -2.3 10.2
H -0.076887 0.458495 1.180899 -1.7 3.3 -1.1
H -1.784613 2.878661 1.798462 -2.4 5.4 -1.4
H -2.131132 1.135712 2.316862 -0.7 1.3 -0.6
H 0.473061 2.806793 3.124476 -2.3 -1.6 -0.6
H -0.659341 2.277463 4.162838 -2.8 2.3 4.2
H -1.185627 -1.961316 2.730626 -2.9 1.5 1.3
H -3.360773 -2.318105 1.701622 -1.1 -1.0 -0.1
H -5.908786 -2.406741 1.761705 0.3 2.6 2.1
H -6.768560 -1.098686 3.085591 1.9 -1.1 -1.8
H -5.967069 -0.548663 1.535745 0.2 -1.3 1.2
```
Forces are in eV/Å.

3.
# C18H22N2O5S

One molecule with the formula C18H22N2O5S (ωB97M-V/def2-TZVPD, the Open Molecules 2025 dataset).

Total charge   0
Relative energy (zero: lowest compared OMol25 entry of this formula, charge and spin)   3.64 kcal/mol
Spin multiplicity   1
SMILES string   CC(C)OC(=O)CN1C(=O)S/C(=C/c2ccc(N3CCCCC3)o2)C1=O
Maximum force   1.32 eV/Å

Geometry as XYZ:
```
48
Properties=species:S:1:pos:R:3:forces:R:3
C -4.457225 -3.042750 3.697911 0.1 0.3 -0.3
C -4.914789 -2.019263 2.665532 -0.4 -0.5 0.0
C -6.222836 -1.344689 3.051681 0.4 0.0 -0.2
O -3.919845 -0.981704 2.556564 -0.2 0.2 0.4
C -3.063498 -1.043858 1.551189 0.4 0.2 -0.3
O -3.001901 -1.918064 0.729873 0.0 -0.1 0.0
C -2.135279 0.169925 1.565533 -0.1 -0.1 0.1
N -1.863342 0.581689 0.209895 0.1 -0.3 0.6
C -2.906394 0.898589 -0.612020 0.2 0.3 -0.7
O -4.064479 0.936169 -0.300202 -0.3 -0.1 0.2
S -2.257929 1.286235 -2.215072 -0.2 0.0 -0.1
C -0.600727 0.934796 -1.709592 0.2 0.2 -1.0
C 0.417681 1.063785 -2.611962 -0.6 -0.2 0.9
C 1.780700 0.780661 -2.455913 0.7 0.4 -1.1
C 2.835354 1.006425 -3.335485 -0.8 -0.1 0.6
C 3.998547 0.565158 -2.712078 0.2 -0.1 0.4
C 3.601156 0.075750 -1.467287 0.4 0.1 -0.7
N 4.296959 -0.526224 -0.484714 -0.5 0.0 -0.1
C 5.734880 -0.425349 -0.424459 0.3 0.2 -0.1
C 6.151180 0.834661 0.356449 -0.1 0.0 0.0
C 5.075913 1.177442 1.395567 0.1 -0.1 0.1
C 4.438326 -0.102373 1.929447 0.0 0.2 -0.1
C 3.662698 -0.790697 0.796401 -0.2 -0.2 0.4
O 2.282544 0.203376 -1.321612 0.3 -0.2 0.2
C -0.567174 0.563879 -0.309376 0.2 -0.1 0.5
O 0.387132 0.310782 0.397965 -0.2 0.0 0.1
H -3.516954 -3.492811 3.388153 0.1 -0.1 0.0
H -4.316966 -2.561560 4.663083 0.0 0.0 0.1
H -5.204320 -3.825052 3.795576 -0.1 -0.1 0.0
H -5.005056 -2.496879 1.682185 0.0 0.1 0.2
H -6.118233 -0.856449 4.017258 0.0 0.1 0.1
H -7.016248 -2.084144 3.109001 -0.1 -0.1 0.0
H -6.487075 -0.596959 2.308618 -0.1 0.1 0.0
H -1.170884 -0.100616 2.008657 -0.2 0.0 0.0
H -2.602340 0.977666 2.134321 0.1 -0.1 -0.1
H 0.149284 1.433591 -3.592605 0.1 0.0 -0.1
H 2.753707 1.448973 -4.307686 -0.1 0.1 -0.2
H 4.991757 0.598437 -3.108135 0.2 0.0 0.0
H 6.147405 -0.419874 -1.432622 0.0 -0.1 0.0
H 6.097621 -1.322171 0.084647 0.0 0.0 -0.1
H 7.107794 0.649783 0.846436 0.1 0.0 0.0
H 6.280914 1.675044 -0.326313 0.1 0.0 0.0
H 4.296403 1.788879 0.936392 0.0 0.1 0.0
H 5.514572 1.755361 2.209238 -0.1 0.1 0.0
H 5.218709 -0.758114 2.320585 0.0 0.0 0.1
H 3.753012 0.124648 2.745196 0.0 -0.1 0.1
H 2.636761 -0.422237 0.754348 0.1 -0.1 0.1
H 3.633446 -1.874529 0.955470 -0.1 0.1 0.0
```
Forces are in eV/Å.

4.
# C18H22N4O3S

One molecule with the formula C18H22N4O3S (ωB97M-V/def2-TZVPD, the Open Molecules 2025 dataset).

Total charge   0
Relative energy (zero: lowest compared OMol25 entry of this formula, charge and spin)   32.22 kcal/mol
Spin multiplicity   1
SMILES string   CCC(CC)c1nnc(NC(=O)CN2C(=O)[C@@H]3[C@H](C2=O)[C@H]2C=C[C@@H]3C2)s1
Maximum force   1.57 eV/Å

Geometry as XYZ:
```
48
Properties=species:S:1:pos:R:3:forces:R:3
C -0.323860 4.238435 -3.849481 0.1 -0.2 0.1
C 0.089396 2.960565 -3.131731 0.0 0.2 0.1
C 1.308438 3.151886 -2.221020 0.0 0.0 -0.3
C 2.595491 3.521808 -2.995663 0.0 0.2 0.1
C 2.955433 4.997017 -2.869205 0.0 -0.2 -0.1
C 1.539991 1.906899 -1.442532 0.4 0.2 0.7
N 1.073644 0.749851 -1.721551 -0.6 0.9 -1.1
N 1.448677 -0.222164 -0.900729 0.5 -1.2 0.9
C 2.219544 0.171502 0.054492 0.0 1.1 -0.4
N 2.770516 -0.591463 1.042822 0.8 0.2 0.4
C 2.408235 -1.829792 1.521607 -0.1 -0.1 0.0
O 2.921921 -2.249138 2.528863 0.0 -0.1 0.1
C 1.354387 -2.602778 0.745615 -0.1 -0.1 -0.1
N 0.171535 -2.708654 1.576203 0.5 0.0 -0.2
C -0.385637 -1.619434 2.208747 -0.3 -0.2 0.2
O 0.043766 -0.496773 2.126315 0.0 0.2 0.0
C -1.592597 -2.101229 2.978721 0.0 0.3 0.2
C -1.642870 -3.613233 2.734639 0.0 -0.3 0.1
C -0.465562 -3.909168 1.833398 -0.1 0.1 0.2
O -0.122083 -4.966872 1.380797 0.0 -0.2 -0.1
C -2.996467 -3.804983 1.993447 0.0 -0.2 -0.1
C -4.050500 -3.472996 3.021569 -0.1 -0.1 -0.1
C -4.006275 -2.163627 3.231376 -0.1 0.1 0.0
C -2.921660 -1.598062 2.347029 0.0 0.2 -0.1
C -3.041464 -2.533216 1.138251 -0.1 0.0 -0.1
S 2.572165 1.895594 -0.007994 -0.5 -0.7 -0.3
H -0.520996 5.034414 -3.134217 0.0 0.1 0.0
H 0.448993 4.571707 -4.536829 0.1 0.1 -0.1
H -1.231314 4.063198 -4.422202 -0.1 0.1 -0.1
H -0.741942 2.606559 -2.519659 0.0 -0.1 0.0
H 0.312859 2.177848 -3.857335 0.0 -0.1 0.0
H 1.095576 3.954863 -1.506064 0.0 0.0 0.0
H 3.432211 2.930104 -2.616392 0.0 0.0 -0.1
H 2.465666 3.257189 -4.045681 0.0 -0.1 0.0
H 3.850473 5.214161 -3.447798 0.1 0.1 0.0
H 3.152450 5.252423 -1.830049 0.0 0.1 0.1
H 2.150374 5.629891 -3.232021 -0.1 0.1 0.0
H 3.415492 -0.104347 1.656155 -0.1 -0.3 -0.1
H 1.116897 -2.103251 -0.197135 0.0 -0.3 0.2
H 1.706353 -3.623806 0.570427 0.0 0.2 0.0
H -1.510678 -1.798540 4.023071 0.1 0.0 -0.1
H -1.589388 -4.232603 3.630337 0.1 0.0 -0.1
H -3.085287 -4.761993 1.487851 0.0 0.0 0.0
H -4.661429 -4.206923 3.512521 -0.1 -0.1 0.2
H -4.572564 -1.580715 3.933214 -0.1 0.1 0.2
H -2.941321 -0.527299 2.166017 0.0 0.0 0.0
H -2.225461 -2.445363 0.422876 0.1 0.0 -0.1
H -3.991131 -2.417491 0.618928 0.0 0.0 0.0
```
Forces are in eV/Å.

5.
# C18H22N4O4Y

C18H22N4O4Y as an isolated structure (ωB97M-V/def2-TZVPD, the Open Molecules 2025 dataset).

Total charge   +1
Relative energy (zero: lowest compared OMol25 entry of this formula, charge and spin)   0.00 kcal/mol
Spin multiplicity   1
Maximum force   0.32 eV/Å

Geometry as XYZ:
```
49
Properties=species:S:1:pos:R:3:forces:R:3
Y 0.000962 0.018922 0.654736 0.2 0.1 -0.3
N 1.893917 1.458988 1.514387 0.0 0.1 -0.1
C 1.388551 2.312154 2.628816 0.0 -0.1 0.0
C 0.342290 1.546245 3.443496 0.0 0.1 -0.1
O 0.347320 1.627757 4.657352 -0.1 0.0 0.0
N -0.493276 0.820577 2.661511 0.0 -0.1 0.2
C -1.436288 -0.044867 3.372923 0.1 0.0 -0.1
C -1.714845 -1.313606 2.562438 -0.1 -0.1 0.1
O -2.751977 -1.920139 2.682452 0.0 0.0 -0.1
O -0.755574 -1.660038 1.703288 0.0 0.0 0.0
H 2.599084 0.832490 1.896450 0.0 0.0 0.0
H 2.391795 2.031854 0.839354 0.0 0.0 0.0
H 0.923762 3.200159 2.199043 0.0 0.0 0.0
H 2.183893 2.629079 3.299817 0.0 0.0 0.0
H -2.391935 0.443848 3.565126 0.0 0.0 0.0
H -1.035051 -0.337373 4.347753 0.0 0.0 0.0
C 2.875112 -3.583938 -0.039056 0.0 0.0 0.0
C 3.583082 -3.314983 -1.196514 0.0 0.0 0.0
C 3.324305 -2.145903 -1.897113 0.0 0.0 -0.1
C 2.368938 -1.265627 -1.418499 -0.1 0.0 0.0
N 1.695276 -1.525578 -0.285265 -0.1 0.0 0.2
C 1.934302 -2.660509 0.381027 0.0 0.0 0.0
C 2.003516 -0.001636 -2.126751 0.0 0.0 0.1
C 2.616340 0.390649 -3.307981 0.1 0.0 0.0
C 2.218355 1.561575 -3.931399 0.0 0.0 0.0
C 1.209783 2.318964 -3.360359 0.0 0.0 0.0
C 0.650599 1.865162 -2.181331 0.0 0.0 0.0
N 1.030944 0.740920 -1.569927 0.0 -0.1 0.0
H 3.038118 -4.489035 0.527574 0.0 0.0 0.0
H 4.327027 -4.010442 -1.560922 0.0 0.0 0.0
H 3.865938 -1.941874 -2.808063 0.0 0.0 0.0
H 1.333667 -2.827191 1.267866 0.0 0.0 0.0
H 3.398975 -0.208595 -3.747352 0.0 0.0 0.0
H 2.690747 1.874263 -4.852683 0.0 0.0 0.0
H 0.861278 3.236850 -3.810893 0.0 0.0 0.0
H -0.142464 2.429983 -1.701523 0.0 0.0 0.0
C -4.238188 0.906928 0.103557 0.0 0.0 0.0
C -4.349132 -0.594717 -0.219108 0.0 0.0 0.0
C -2.926085 -1.028549 -0.589888 -0.1 0.0 0.1
O -2.085194 0.152456 -0.361594 0.1 0.0 -0.1
C -2.931201 1.310913 -0.547210 0.0 0.0 0.1
H -4.177753 1.067144 1.179190 0.0 0.0 0.0
H -5.075826 1.482886 -0.284392 0.0 0.0 0.0
H -5.026952 -0.770417 -1.052209 0.0 0.0 0.0
H -4.707449 -1.154922 0.640601 0.0 0.0 0.0
H -2.830655 -1.298480 -1.641625 0.0 0.0 0.0
H -2.542945 -1.821990 0.046290 0.0 0.0 0.0
H -3.039001 1.498939 -1.618507 0.0 0.0 0.0
H -2.446084 2.160708 -0.064882 0.0 0.0 0.0
```
Forces are in eV/Å.

6.
# C18H22N4O5

One molecule with the formula C18H22N4O5 (ωB97M-V/def2-TZVPD, the Open Molecules 2025 dataset).

Total charge   0
Relative energy (zero: lowest compared OMol25 entry of this formula, charge and spin)   67.44 kcal/mol
Spin multiplicity   1
SMILES string   CNC(=O)[C@@H](CC(=O)O)NC(=O)[C@@H](Cc1c[nH]c2ccccc12)NC(C)=O
Maximum force   5.23 eV/Å

Geometry as XYZ:
```
49
Properties=species:S:1:pos:R:3:forces:R:3
C -3.950811 0.772378 5.142505 0.5 -0.2 -0.3
N -3.207390 -0.015781 4.223824 0.9 0.5 -3.5
C -2.706230 0.514813 3.044845 0.8 -0.9 2.1
O -2.985707 1.647049 2.779582 -0.1 1.7 -1.7
C -1.635725 -0.342162 2.281759 -0.5 -0.9 0.4
C -2.349391 -1.412438 1.365850 0.4 -0.9 1.4
C -2.659891 -2.724691 2.230474 -1.2 3.5 1.7
O -2.587025 -2.627481 3.484700 0.1 -1.6 -3.8
O -3.381870 -3.725258 1.631462 2.1 2.2 -0.2
N -0.725069 0.462292 1.445888 -2.5 2.0 0.5
C 0.554373 0.100994 1.236979 -1.2 -2.0 -0.4
O 0.885763 -0.933406 1.786390 1.8 -0.4 -0.1
C 1.359535 0.887926 0.211287 1.0 0.5 0.7
C 2.638450 0.268066 -0.435310 0.2 0.2 0.7
C 2.347255 -0.780765 -1.487045 1.0 0.8 -1.4
C 2.089356 -2.118542 -1.360894 -0.1 0.2 0.2
N 1.928646 -2.618743 -2.648661 -0.5 -2.7 0.2
C 2.197194 -1.714838 -3.679152 -0.6 -0.2 3.5
C 2.113005 -1.819567 -5.037503 -0.4 0.4 -1.1
C 2.461804 -0.703288 -5.797269 -0.6 -0.8 1.4
C 2.679096 0.521105 -5.172118 1.1 0.0 0.3
C 2.732903 0.606705 -3.777844 -1.0 0.5 0.9
C 2.461388 -0.530677 -2.968311 0.4 1.1 -0.1
N 0.483099 1.544801 -0.773841 3.5 -3.8 1.0
C 0.099406 2.779307 -0.557655 -3.5 1.6 -0.9
C 0.967259 3.908506 0.003836 1.0 -1.4 1.5
O -1.067290 2.977586 -0.928317 0.6 1.6 0.4
H -4.746336 0.146905 5.462412 -1.2 0.0 0.5
H -4.246725 1.716371 4.673201 0.0 -0.3 0.4
H -3.258984 0.858240 5.950353 0.0 1.0 1.1
H -2.850822 -0.887732 4.471728 0.3 -1.5 0.6
H -1.114485 -0.901119 3.094104 0.1 0.6 -1.0
H -3.286260 -0.966962 0.956792 0.6 -0.8 0.1
H -1.627767 -1.660212 0.596434 -0.2 -0.1 -0.4
H -3.625836 -4.067140 2.464680 -1.4 -2.2 1.5
H -1.152904 1.350959 1.133516 0.5 -0.7 0.1
H 1.788396 1.641754 0.886029 -0.2 0.4 -0.4
H 3.086142 1.216723 -0.807160 -0.1 -0.9 -0.6
H 3.435759 -0.055063 0.303042 -1.4 0.0 -0.4
H 2.056656 -2.789649 -0.416363 -0.2 1.4 -2.0
H 1.546873 -3.567381 -2.734176 0.5 0.8 -0.4
H 1.570037 -2.628437 -5.503943 0.6 -0.5 -0.1
H 2.481346 -0.849033 -6.841176 -0.1 0.3 -1.1
H 2.914856 1.369905 -5.812864 -0.1 0.0 0.4
H 2.785547 1.594066 -3.277765 0.3 -0.6 -0.5
H -0.085233 0.868676 -1.310465 0.0 1.3 0.5
H 0.737967 4.748335 -0.573918 -0.5 1.3 -0.9
H 0.785295 4.173997 1.073233 -0.4 -0.5 -0.8
H 2.064321 3.762920 -0.033136 -0.5 -0.3 -0.3
```
Forces are in eV/Å.

Question: Among the records above, which one has the highest total charge?
Answer: C18H22N4O4Y

Question: The lowest maximum force belongs to which entry?
Answer: C18H22N4O4Y

Question: Which of these has the highest maximum force?
Answer: number 2

Question: Which value of maximum force does entry 3 give?
Answer: 1.32 eV/Å